(1)
The following is a quantum chemistry calculation of a 4-piece molecular cluster, C51H48BrF29O7 overall, from the Open Molecules 2025 dataset.

The geometry in XYZ format:
```
136
Properties=species:S:1:pos:R:3:mulliken_charge:R:1
C 1.096 -0.876 1.725 -0.530
C -0.251 -0.918 2.545 -0.449
C -1.226 0.329 2.257 -0.335
Br -3.133 -0.134 2.480 -0.129
C -0.864 0.870 0.842 0.997
C -0.169 2.032 0.694 0.178
C 0.308 2.921 1.887 1.115
F 1.054 2.194 2.832 -0.317
F 1.127 3.975 1.503 -0.355
C -0.957 3.585 2.554 0.233
C -2.193 3.840 1.813 -0.242
C -3.376 4.474 2.416 -1.014
C -3.313 4.858 3.837 -0.624
C -2.058 4.615 4.554 0.145
C -1.991 5.036 6.055 0.802
F -2.366 6.342 6.242 -0.228
F -0.739 4.781 6.580 -0.287
F -2.871 4.277 6.820 -0.252
C -0.880 3.999 3.972 -0.510
C 0.218 2.508 -0.757 -0.846
O 0.194 3.656 -1.117 -0.558
C 0.592 1.335 -1.728 0.400
C 1.645 1.462 -2.716 -1.543
C 1.933 0.317 -3.610 1.222
C 3.069 0.538 -4.654 -1.635
C 4.301 -0.440 -4.504 0.798
C 5.423 0.047 -5.504 -1.688
O 4.722 -0.657 -3.149 0.256
C 5.858 0.135 -2.780 -0.899
C 5.999 -0.027 -1.214 0.525
C 6.799 -1.193 -0.778 -0.311
C 7.023 -1.529 0.624 -0.699
C 6.411 -0.611 1.614 -0.428
C 5.639 0.559 1.184 -0.557
C 5.417 0.883 -0.242 -0.353
C 1.135 -0.922 -3.496 1.360
C 1.403 -2.126 -4.477 -1.966
C 0.046 -1.077 -2.490 0.947
C -0.779 -2.392 -2.417 -0.688
C -0.126 -3.498 -1.459 -0.986
C -0.751 -3.481 -0.021 0.032
O -2.186 -3.441 -0.016 -0.128
C -2.753 -4.633 0.562 -0.863
C -0.189 0.078 -1.592 0.119
C -1.273 0.058 -0.454 0.128
O -2.332 -0.495 -0.593 -0.546
H 1.659 0.086 1.797 0.063
H 0.997 -1.131 0.639 -0.036
H 1.770 -1.665 2.175 0.421
H 0.042 -0.942 3.635 0.484
H -0.791 -1.882 2.354 0.245
H -0.997 1.056 3.082 0.296
H -2.288 3.555 0.737 0.319
H -4.316 4.647 1.840 0.364
H -4.208 5.309 4.323 0.386
H 0.076 3.813 4.506 0.489
H 2.221 2.412 -2.761 0.356
H 2.610 0.385 -5.674 0.412
H 3.468 1.588 -4.533 0.351
H 3.959 -1.444 -4.889 0.081
H 5.547 1.152 -5.369 0.368
H 5.020 -0.122 -6.545 0.433
H 6.365 -0.541 -5.384 0.338
H 5.706 1.226 -3.007 0.475
H 6.835 -0.257 -3.190 0.330
H 7.253 -1.866 -1.549 0.356
H 7.609 -2.432 0.929 0.369
H 6.542 -0.860 2.698 0.330
H 5.212 1.182 2.012 0.353
H 4.806 1.759 -0.551 0.363
H 2.051 -1.845 -5.339 0.400
H 0.432 -2.498 -4.920 0.182
H 1.802 -3.002 -3.889 0.232
H -0.794 -2.880 -3.436 -0.161
H -1.861 -2.228 -2.172 0.671
H 0.960 -3.195 -1.368 0.330
H -0.125 -4.517 -1.930 0.368
H -0.323 -4.325 0.583 0.724
H -0.412 -2.530 0.471 -0.674
H -2.194 -4.859 1.506 0.346
H -3.830 -4.398 0.788 0.213
H -2.694 -5.448 -0.209 0.280
C -4.974 -1.613 -4.000 -0.821
C -4.201 -2.879 -4.419 0.955
C -3.284 -2.735 -5.633 0.220
F -3.958 -2.407 -6.751 -0.249
F -2.662 -3.915 -5.890 -0.286
F -5.078 -3.895 -4.589 -0.303
F -3.419 -3.230 -3.358 -0.308
O -6.326 -1.500 -4.446 -0.439
C -6.552 -0.972 -5.721 0.735
C -7.205 -1.986 -6.663 0.203
F -6.442 -3.089 -6.808 -0.213
F -7.364 -1.450 -7.897 -0.256
F -5.409 -0.459 -6.215 -0.280
F -7.389 0.076 -5.550 -0.300
H -5.061 -1.664 -2.912 0.481
H -4.408 -0.699 -4.189 0.407
H -2.510 -1.981 -5.455 0.192
H -8.183 -2.294 -6.286 0.238
C 7.666 -6.359 -2.910 -0.731
C 6.836 -7.252 -1.967 0.893
C 5.641 -7.969 -2.594 0.064
F 4.725 -7.110 -3.082 -0.180
F 5.006 -8.719 -1.658 -0.279
F 6.455 -6.523 -0.893 -0.255
F 7.682 -8.211 -1.490 -0.331
O 7.386 -4.959 -2.891 -0.376
C 6.341 -4.490 -3.694 0.789
C 5.207 -3.880 -2.871 0.994
F 4.684 -4.774 -2.004 -0.249
F 4.193 -3.481 -3.677 -0.229
F 5.923 -5.469 -4.519 -0.292
F 6.877 -3.533 -4.487 -0.292
H 8.695 -6.424 -2.553 0.401
H 7.701 -6.751 -3.928 0.324
H 5.959 -8.638 -3.398 0.269
H 5.557 -3.018 -2.300 -0.635
C -4.775 6.741 8.968 -0.609
C -5.611 5.864 9.920 0.859
C -6.879 5.245 9.331 0.110
F -7.763 6.176 8.922 -0.215
F -7.513 4.499 10.272 -0.279
F -5.893 6.572 11.038 -0.284
F -4.804 4.837 10.319 -0.319
O -4.968 8.154 9.055 -0.393
C -6.022 8.716 8.328 0.781
C -7.074 9.359 9.235 0.187
F -7.603 8.463 10.093 -0.214
F -8.098 9.851 8.496 -0.257
F -6.543 7.800 7.490 -0.276
F -5.471 9.670 7.545 -0.293
H -3.734 6.600 9.267 0.415
H -4.815 6.388 7.936 0.258
H -6.643 4.589 8.488 0.288
H -6.640 10.175 9.817 0.232
```

Lowest unoccupied orbital energy: -1.0 eV
Total charge: 0
Maximum force: 3.198 eV/Å
2S+1: 1
Gap between HOMO and LUMO: 8.24 eV
Highest occupied orbital energy: -0.33834 Ha

---

(2)
The following is a quantum chemistry calculation of a 2-piece molecular cluster, C5H14 overall, from the Open Molecules 2025 dataset.

The geometry in XYZ format:
```
19
Properties=species:S:1:pos:R:3:mulliken_charge:R:1
C -0.522 1.974 0.870 -0.416
C 0.895 1.409 1.100 -0.656
C -1.159 1.403 -0.442 -0.989
H -0.627 2.966 1.056 0.503
H -1.080 1.520 1.663 0.217
H 1.141 1.615 2.125 0.353
H 0.810 0.360 0.769 -0.087
H -0.795 0.472 -0.885 -0.120
H -1.375 2.173 -1.169 0.325
H 1.661 1.792 0.421 0.296
H -2.065 0.756 -0.466 0.332
C 0.358 -1.721 -1.361 -0.459
C 0.442 -2.329 0.017 -0.972
H -0.398 -0.965 -1.257 0.088
H 1.371 -1.556 -1.726 0.293
H -0.104 -2.417 -1.967 0.397
H 0.513 -3.401 0.059 0.338
H 1.349 -1.997 0.528 0.267
H -0.414 -2.054 0.665 0.292
```

Energy relative to the best compared isomer or geometry (same formula, charge and spin): 1.898 eV
Lowest unoccupied orbital energy: 1.1 eV
Total charge: 0
Maximum force: 4.854 eV/Å
2S+1: 1
Gap between HOMO and LUMO: 11.58 eV
Highest occupied orbital energy: -0.38407 Ha

---

(3)
The following is a quantum chemistry calculation of C6H8O6Sn as an isolated structure, from the Open Molecules 2025 dataset.

The geometry in XYZ format:
```
21
Properties=species:S:1:pos:R:3:mulliken_charge:R:1
O -1.223 0.653 -2.111 -0.138
O 0.211 2.057 -1.235 -0.532
C -0.129 0.851 -1.369 0.090
C -1.590 -0.690 -2.446 -0.152
C -2.909 -0.654 -3.185 -1.161
H -0.799 -1.132 -3.069 0.306
H -1.674 -1.285 -1.526 0.205
H -2.850 -0.013 -4.075 0.292
H -3.171 -1.671 -3.508 0.370
H -3.711 -0.281 -2.533 0.288
C 1.072 0.329 1.803 -0.104
C 2.119 -0.657 2.296 -0.179
O 2.460 -0.222 3.629 -0.355
C 1.930 0.980 3.858 0.609
O 1.165 1.378 2.862 -0.363
O 2.189 1.641 4.837 -0.647
O 0.262 -0.031 -0.134 -0.457
H 0.085 -0.092 2.077 0.223
H 3.060 -0.702 1.730 0.184
H 1.745 -1.687 2.341 0.193
Sn 1.757 1.229 -0.241 0.330
```

Lowest unoccupied orbital energy (spin up / spin down): 3.3 / 3.2 eV
Total charge: -1
Maximum force: 6.779 eV/Å
2S+1: 2
<S²>: 0.757
Gap between HOMO and LUMO (spin up / spin down): 5.18 / 6.89 eV
Highest occupied orbital energy (spin up / spin down): -0.06819 / -0.13421 Ha

---

(4)
The following is a quantum chemistry calculation of a 2-piece molecular cluster, CH12PSi3 overall, from the Open Molecules 2025 dataset.

The geometry in XYZ format:
```
17
Properties=species:S:1:pos:R:3:mulliken_charge:R:1
C 1.274 -1.455 0.959 -0.926
Si -1.211 0.952 1.798 0.434
Si -1.432 -1.017 -1.724 0.463
Si 1.290 1.599 -0.968 0.291
P -0.309 0.300 -0.120 0.037
H 2.152 -1.213 0.455 0.377
H 0.824 -2.441 0.557 0.310
H 1.152 -1.318 1.957 0.426
H -0.341 2.240 1.943 -0.045
H -0.758 -0.157 2.616 -0.078
H -2.602 1.226 1.881 -0.051
H -2.711 -0.611 -1.314 -0.073
H -0.961 -0.471 -3.082 -0.033
H -1.298 -2.418 -1.567 -0.070
H 2.110 0.445 -1.823 -0.009
H 2.036 1.733 0.284 -0.009
H 0.783 2.605 -1.851 -0.044
```

Energy relative to the best compared isomer or geometry (same formula, charge and spin): 1.851 eV
Lowest unoccupied orbital energy: -5.1 eV
Total charge: +1
Maximum force: 5.584 eV/Å
2S+1: 1
Gap between HOMO and LUMO: 8.89 eV
Highest occupied orbital energy: -0.51399 Ha

---

(5)
The following is a quantum chemistry calculation of a 2-piece molecular cluster, C6H16 overall, from the Open Molecules 2025 dataset.

The geometry in XYZ format:
```
22
Properties=species:S:1:pos:R:3:mulliken_charge:R:1
C -0.615 -0.429 -1.095 1.228
C -1.473 -0.032 -2.307 -1.237
C -1.416 -1.325 -0.137 -1.628
C 0.834 -0.916 -1.201 -1.327
H -0.471 0.486 -0.493 -0.160
H -1.885 0.976 -2.336 0.317
H -2.387 -0.629 -2.212 0.314
H -1.769 -2.272 -0.556 0.417
H -0.758 -1.549 0.700 0.430
H -2.295 -0.769 0.184 0.379
H 1.410 -0.518 -2.038 0.390
H 1.300 -0.739 -0.238 0.277
H 0.876 -1.997 -1.382 0.312
H -1.046 -0.248 -3.286 0.324
C 1.487 1.896 1.729 -0.889
C 0.929 0.613 2.350 -0.488
H 1.433 2.697 2.465 0.330
H 2.494 1.715 1.354 0.250
H 0.954 2.256 0.853 0.271
H 0.193 0.769 3.141 0.359
H 1.676 0.061 2.921 0.317
H 0.533 -0.045 1.584 -0.187
```

Energy relative to the best compared isomer or geometry (same formula, charge and spin): 0.698 eV
Lowest unoccupied orbital energy: 1.1 eV
Total charge: 0
Maximum force: 1.639 eV/Å
2S+1: 1
Gap between HOMO and LUMO: 11.80 eV
Highest occupied orbital energy: -0.39504 Ha

---

(6)
The following is a quantum chemistry calculation of a 4-piece molecular cluster, C4H16NO5 overall, from the Open Molecules 2025 dataset.

The geometry in XYZ format:
```
26
Properties=species:S:1:pos:R:3:mulliken_charge:R:1
O -2.530 -0.822 1.429 -0.411
C -1.806 0.077 1.784 -0.282
C -0.383 0.242 1.442 0.135
C -0.131 1.600 0.803 -0.468
C 1.234 1.527 -0.012 -0.536
O 1.374 0.318 -0.748 -0.496
N 0.035 -0.938 0.610 -0.250
H -2.009 0.921 2.598 0.260
H 0.212 0.260 2.447 0.437
H -0.009 2.378 1.589 0.462
H -0.988 1.972 0.132 0.248
H 2.164 1.752 0.584 0.329
H 1.284 2.317 -0.880 0.316
H 2.325 0.191 -1.020 0.259
H 1.082 -0.743 0.694 0.390
H -0.350 -1.782 1.035 0.381
H -0.212 -0.950 -0.404 0.202
H 0.381 -0.601 -3.087 0.289
H -0.547 -1.775 -3.218 0.305
O -0.148 -1.048 -3.657 -0.586
H -2.705 0.298 -1.653 0.230
H -2.906 0.856 -0.320 0.287
O -2.251 0.482 -0.964 -0.511
H 4.160 -0.449 0.583 0.251
H 3.778 -1.537 -0.240 0.309
O 3.631 -1.081 0.539 -0.549
```

Energy relative to the best compared isomer or geometry (same formula, charge and spin): 4.620 eV
Lowest unoccupied orbital energy: -3.2 eV
Total charge: +1
Maximum force: 11.561 eV/Å
2S+1: 1
Gap between HOMO and LUMO: 11.18 eV
Highest occupied orbital energy: -0.52849 Ha

---

total charge of number 3 (C6H8O6Sn)?
-1